[1]
DFT (the ωB97M-V functional and the def2-TZVPD basis) results for an isolated ion of composition C6H8N2P and charge +1.

Last column: Mulliken charge in e.
Geometry (Å):
C  -2.889  0.553  -0.273  -0.481
C  -2.549  -0.817  -0.056  -0.328
C  -1.712  1.336  -0.323  0.109
C  -1.077  -0.780  0.152  0.473
C  -0.144  -1.692  0.334  -0.564
C  3.196  -0.185  -0.303  -0.628
N  -0.640  0.636  0.013  0.160
N  1.899  0.178  -0.483  -0.212
P  0.956  1.287  0.154  -0.001
H  -3.970  0.916  -0.330  0.339
H  -3.306  -1.548  -0.154  0.444
H  -1.679  2.373  -0.341  0.424
H  0.040  -2.665  0.694  0.374
H  3.248  -1.297  -0.450  0.256
H  3.436  0.123  0.819  0.275
H  3.855  0.171  -1.070  0.255
H  1.335  1.411  1.616  0.106

Orbital gap (alpha / beta)   7.17 / 6.62 eV
Total charge   +1
Largest force on an atom   5.1 eV Å⁻¹
HOMO level (alpha / beta)   -0.489 / -0.456 hartree
Electronic energy   -18607.76806 eV



[2]
DFT (the ωB97M-V functional and the def2-TZVPD basis) results for a 2-piece molecular cluster, C2H10N3 overall.

Last column: Mulliken spin population.
Geometry (Å):
C  1.738  1.192  -1.133  -0.011
N  0.541  0.596  -1.736  0.006
H  2.014  2.051  -1.733  -0.002
H  1.548  1.355  -0.076  0.010
H  2.595  0.527  -1.237  -0.001
H  0.736  -0.036  -2.503  0.001
H  -0.066  1.293  -2.149  0.001
H  -0.752  -0.129  -0.622  0.008
N  -1.561  -1.647  2.144  0.146
C  -0.617  -0.983  1.364  0.742
N  -1.098  -0.188  0.340  0.065
H  -1.315  -2.244  2.911  -0.018
H  -2.471  -1.233  2.261  0.008
H  0.442  -1.101  1.541  0.011
H  -1.734  0.546  0.628  0.035

Orbital gap (alpha / beta)   6.07 / 9.45 eV
Multiplicity   2
Total charge   0
Largest force on an atom   1.1 eV Å⁻¹
HOMO level (alpha / beta)   -0.182 / -0.307 hartree
Electronic energy   -6704.14391 eV



[3]
DFT (the ωB97M-V functional and the def2-TZVPD basis) results for a 10-piece molecular cluster, C27H77F3N6O14S overall.

Last column: Mulliken charge in e.
Geometry (Å):
N  -3.802  0.037  0.352  0.162
H  -2.857  0.025  -0.005  0.020
H  -4.051  -0.476  1.186  0.378
H  -4.354  -0.366  -0.391  0.344
H  -4.018  1.023  0.367  0.225
C  0.774  1.000  0.151  0.219
F  0.012  1.740  0.949  -0.003
F  1.678  1.715  -0.531  -0.043
F  1.391  -0.119  0.781  -0.045
S  -0.573  0.211  -1.193  0.052
O  -1.426  1.316  -1.662  -0.012
O  0.214  -0.433  -2.256  0.109
O  -1.377  -0.729  -0.403  -0.928
C  0.604  4.290  -4.114  -0.194
C  1.197  3.100  -3.284  0.663
O  1.272  1.886  -4.093  -0.619
O  0.216  5.232  -3.078  -0.437
H  -0.236  3.954  -4.723  0.041
H  1.375  4.716  -4.755  0.291
H  0.565  2.796  -2.450  -0.653
H  2.168  3.325  -2.842  0.348
H  1.177  1.120  -3.523  0.191
H  -0.546  5.712  -3.409  0.253
C  0.442  -5.235  -3.484  -0.478
C  0.916  -3.960  -2.700  0.093
O  0.823  -2.812  -3.528  -0.523
O  0.439  -6.446  -2.696  -0.568
H  1.015  -5.234  -4.411  0.284
H  -0.598  -5.118  -3.789  0.234
H  1.754  -4.248  -2.066  0.254
H  0.157  -4.074  -1.926  0.114
H  0.955  -2.010  -3.018  0.252
H  -0.430  -6.835  -2.568  0.321
C  0.956  5.079  0.330  0.813
C  2.238  5.700  -0.170  -0.553
O  2.942  6.631  0.640  -0.624
O  0.076  6.197  0.747  -0.614
H  1.018  4.576  1.295  0.240
H  0.473  4.385  -0.358  -0.604
H  1.988  6.442  -0.929  0.311
H  2.876  4.866  -0.463  0.302
H  2.465  7.447  0.807  0.339
H  0.388  6.359  1.640  0.374
C  -2.443  4.470  -0.510  -0.806
C  -3.185  3.348  0.260  0.425
C  -4.168  3.729  1.411  -0.897
O  -4.687  2.503  2.026  -0.272
C  -5.758  2.800  2.963  -0.814
N  -3.763  2.545  -0.874  -0.475
H  -3.048  4.768  -1.366  0.218
H  -1.426  4.138  -0.717  -0.206
H  -2.430  5.291  0.207  0.537
H  -2.440  2.665  0.669  0.045
H  -5.018  4.276  1.003  0.378
H  -3.499  4.381  1.973  0.374
H  -5.316  3.311  3.818  0.313
H  -6.383  1.983  3.323  0.282
H  -6.452  3.497  2.493  0.328
H  -3.076  2.312  -1.577  -0.090
H  -4.515  3.052  -1.317  0.328
C  6.858  -2.619  0.486  -1.442
C  5.562  -1.899  0.800  0.475
C  5.232  -0.835  -0.158  -0.490
O  5.087  -1.491  -1.421  -0.404
C  3.942  -0.947  -2.244  -0.691
N  4.513  -2.887  1.049  -0.506
H  7.069  -3.534  1.038  0.394
H  7.683  -1.933  0.678  0.359
H  6.850  -2.783  -0.592  0.292
H  5.684  -1.459  1.789  0.271
H  6.155  -0.278  -0.317  0.353
H  4.389  -0.294  0.269  0.217
H  2.997  -1.289  -1.822  0.214
H  4.113  -1.183  -3.294  0.346
H  4.057  0.135  -2.310  0.308
H  4.235  -3.556  0.346  0.277
H  3.632  -2.402  1.143  0.000
C  -3.637  -1.785  -3.726  -1.605
C  -3.510  -0.285  -3.991  1.488
C  -3.711  0.262  -5.429  -0.967
O  -3.576  1.693  -5.646  -0.366
C  -2.332  2.285  -5.279  -0.586
N  -4.377  0.302  -2.988  -0.276
H  -3.069  -1.977  -2.815  0.218
H  -3.205  -2.325  -4.568  0.427
H  -4.631  -2.225  -3.649  0.364
H  -2.479  -0.056  -3.721  -0.640
H  -4.707  -0.121  -5.651  0.393
H  -3.028  -0.328  -6.041  0.370
H  -1.697  2.298  -6.165  0.363
H  -1.712  1.854  -4.492  0.297
H  -2.720  3.293  -5.130  0.216
H  -4.263  1.301  -2.895  0.082
H  -5.313  0.363  -3.363  0.308
C  2.305  -1.505  4.754  -1.243
C  1.218  -0.966  5.671  0.600
C  0.404  0.295  5.382  -0.423
O  1.132  1.461  5.184  -0.425
C  1.264  1.818  3.802  -0.344
N  0.314  -2.063  5.933  -0.805
H  3.149  -0.816  4.785  0.425
H  1.942  -1.559  3.728  0.075
H  2.859  -2.412  4.994  0.449
H  1.693  -0.631  6.593  0.201
H  -0.289  0.381  6.220  0.383
H  -0.233  0.009  4.545  -0.052
H  1.900  1.065  3.334  0.125
H  1.898  2.704  3.822  0.278
H  0.342  1.997  3.250  0.175
H  0.828  -2.928  6.028  0.364
H  -0.099  -2.222  5.025  0.232
C  1.802  -6.501  2.647  -1.351
C  0.797  -5.641  3.424  0.610
C  0.296  -4.482  2.517  -0.708
O  -0.427  -3.344  3.161  -0.482
C  -0.884  -2.363  2.326  -0.608
N  -0.152  -6.428  4.091  -0.839
H  1.428  -6.772  1.660  0.332
H  1.966  -7.463  3.133  0.367
H  2.682  -5.931  2.348  0.325
H  1.309  -5.062  4.193  0.168
H  -0.143  -4.971  1.648  0.413
H  1.154  -3.925  2.138  0.167
H  -1.474  -1.593  2.823  0.281
H  -1.341  -2.770  1.424  0.443
H  -0.024  -1.862  1.883  0.207
H  0.167  -7.019  4.845  0.274
H  -0.559  -5.648  4.587  0.327

Orbital gap   8.96 eV
Total charge   0
Largest force on an atom   4.3 eV Å⁻¹
HOMO level   -0.330 hartree
Electronic energy   -85831.82460 eV



[4]
DFT (the ωB97M-V functional and the def2-TZVPD basis) results for a 2-piece molecular cluster, C2H6NO3 overall.

Last column: Mulliken charge in e.
Geometry (Å):
O  1.397  -0.527  1.414  -0.734
C  0.760  -0.232  0.403  0.607
O  -0.417  -0.648  0.128  -0.816
C  1.288  0.818  -0.720  -0.459
N  0.528  0.692  -1.952  -0.746
H  1.321  1.793  -0.239  0.226
H  2.355  0.605  -0.874  0.254
H  -0.448  0.641  -1.694  0.348
H  0.684  -0.248  -2.293  0.284
H  -2.805  0.368  0.176  0.283
H  -2.029  -0.635  1.006  0.436
O  -2.895  -0.183  0.972  -0.681

Orbital gap   8.48 eV
Total charge   -1
Largest force on an atom   2.5 eV Å⁻¹
HOMO level   -0.153 hartree
Electronic energy   -9805.72281 eV



[5]
DFT (the ωB97M-V functional and the def2-TZVPD basis) results for C12H32B2Cs2O6S3 as an isolated structure.

Last column: Mulliken charge in e.
Geometry (Å):
Cs  1.076  -0.450  -4.033  1.003
Cs  3.590  0.927  0.017  1.121
B  4.268  1.346  -3.102  0.199
H  4.930  1.920  -2.369  -0.336
H  4.883  1.015  -4.033  -0.225
H  3.888  0.397  -2.629  -0.409
H  3.358  1.985  -3.407  -0.286
B  0.877  -0.761  -0.839  1.284
H  1.818  -0.507  -1.394  -0.598
H  0.314  -1.532  -1.472  -0.331
H  1.113  -1.158  0.209  -0.481
H  0.257  0.207  -0.845  -0.506
C  -0.531  3.083  -1.174  -0.541
C  0.559  3.861  -1.966  -0.406
C  0.800  5.084  -1.106  -0.771
S  1.089  4.415  0.547  0.966
O  0.744  5.355  1.595  -0.673
O  2.389  3.753  0.544  -0.607
C  -0.213  3.152  0.337  -0.013
H  -0.604  2.031  -1.460  0.091
H  -1.533  3.460  -1.384  0.336
H  0.189  4.119  -2.959  0.360
H  1.423  3.224  -2.159  0.206
H  -0.079  5.721  -1.019  0.327
H  1.689  5.666  -1.351  0.446
H  -1.111  3.554  0.807  0.344
H  0.072  2.243  0.863  -0.172
C  -4.133  -2.312  -1.092  -0.687
C  -2.914  -2.180  -0.157  -0.260
C  -2.008  -3.435  -0.446  -0.489
S  -2.551  -4.166  -2.074  1.059
O  -3.324  -5.386  -1.884  -0.640
O  -1.394  -4.197  -2.944  -0.655
C  -3.550  -2.652  -2.438  -0.684
H  -4.648  -1.351  -1.132  0.327
H  -4.792  -3.104  -0.744  0.340
H  -3.172  -2.338  0.893  0.222
H  -2.348  -1.255  -0.212  0.130
H  -1.892  -4.224  0.288  0.486
H  -1.059  -2.950  -0.686  -0.125
H  -4.241  -2.882  -3.251  0.452
H  -2.839  -1.938  -2.853  0.273
C  0.618  -2.493  3.509  -0.780
C  -0.537  -1.588  3.091  -0.017
C  -0.305  -0.253  3.825  -0.849
S  1.466  0.004  3.739  1.001
O  1.984  0.302  5.054  -0.693
O  1.758  0.938  2.658  -0.482
C  1.898  -1.693  3.235  -0.651
H  0.613  -3.455  3.006  0.378
H  0.672  -2.593  4.598  0.335
H  -1.442  -1.995  3.550  0.349
H  -0.642  -1.552  2.009  -0.080
H  -0.558  -0.436  4.868  0.383
H  -0.840  0.612  3.445  0.385
H  2.812  -1.959  3.760  0.455
H  2.116  -1.574  2.171  0.190

Orbital gap   8.35 eV
Total charge   0
Largest force on an atom   2.8 eV Å⁻¹
HOMO level   -0.328 hartree
Electronic energy   -60199.15239 eV



[6]
DFT (the ωB97M-V functional and the def2-TZVPD basis) results for a 2-piece molecular cluster, C38H36N2O3P overall.

Last column: Mulliken charge in e.
Geometry (Å):
C  2.731  -4.002  -4.431  -0.413
C  2.382  -2.827  -5.108  -0.592
C  2.193  -1.634  -4.402  -0.448
C  2.368  -1.608  -3.009  0.129
P  2.219  -0.090  -2.016  0.919
C  3.372  1.043  -2.855  0.132
C  2.974  2.098  -3.693  -0.221
C  3.945  2.942  -4.251  -0.546
C  5.305  2.752  -3.975  -0.406
C  5.699  1.691  -3.154  -0.533
C  4.739  0.840  -2.597  -0.492
N  0.663  0.441  -2.249  -0.125
C  -0.137  1.122  -1.502  -0.717
C  -1.315  1.772  -2.077  0.703
C  -1.866  2.902  -1.436  -0.426
C  -2.962  3.569  -1.991  -0.625
C  -3.509  3.115  -3.199  -0.293
C  -2.933  2.030  -3.880  -0.544
C  -1.817  1.381  -3.336  -0.233
O  2.619  -0.309  -0.589  -0.792
C  2.738  -2.779  -2.338  -0.348
C  2.905  -3.974  -3.041  -0.466
H  2.880  -4.935  -4.981  0.356
H  2.260  -2.844  -6.193  0.365
H  1.908  -0.729  -4.936  0.358
H  1.918  2.255  -3.911  0.381
H  3.641  3.764  -4.904  0.368
H  6.055  3.426  -4.389  0.358
H  6.755  1.525  -2.935  0.359
H  5.048  0.016  -1.957  0.364
H  0.063  1.334  -0.446  0.593
H  -1.378  3.271  -0.533  0.392
H  -3.372  4.446  -1.487  0.372
H  -4.381  3.619  -3.619  0.350
H  -3.346  1.704  -4.840  0.365
H  -1.295  0.595  -3.896  0.408
H  2.891  -2.750  -1.260  0.511
H  3.173  -4.882  -2.499  0.389
C  -0.434  3.987  4.645  -1.653
C  0.413  2.755  4.384  1.994
C  0.678  2.547  2.902  -1.798
C  1.728  2.907  5.119  -1.865
O  -0.241  1.566  4.953  -0.444
C  -1.391  1.176  4.284  0.079
C  -1.146  0.025  3.375  -0.314
N  -2.219  -0.625  3.063  -0.263
C  -2.324  -1.811  2.512  -0.103
C  -3.672  -2.292  2.289  0.939
C  -3.933  -3.508  1.630  -0.382
C  -5.249  -3.878  1.356  -0.722
C  -6.310  -3.052  1.755  -0.392
C  -6.058  -1.846  2.438  -0.514
C  -4.741  -1.481  2.720  -0.668
C  -1.114  -2.507  2.036  0.257
C  -0.988  -2.660  0.649  -0.478
C  0.225  -3.081  0.104  -0.444
C  1.278  -3.430  0.954  -0.414
C  1.152  -3.295  2.343  -0.782
C  -0.039  -2.813  2.891  -0.271
O  -2.485  1.672  4.449  -0.653
H  -0.470  4.194  5.725  0.373
H  0.043  4.839  4.151  0.381
H  -1.454  3.875  4.263  0.341
H  1.263  1.628  2.761  0.387
H  -0.262  2.462  2.339  0.326
H  1.252  3.397  2.512  0.613
H  2.348  2.010  5.007  0.408
H  2.265  3.763  4.697  0.362
H  1.560  3.088  6.185  0.427
H  -0.112  -0.320  3.189  0.277
H  -3.093  -4.135  1.335  0.416
H  -5.435  -4.815  0.830  0.342
H  -7.334  -3.350  1.540  0.330
H  -6.879  -1.194  2.743  0.359
H  -4.504  -0.555  3.244  0.500
H  -1.825  -2.373  0.013  0.567
H  0.331  -3.114  -0.980  0.430
H  2.208  -3.806  0.531  0.329
H  1.982  -3.550  3.003  0.359
H  -0.148  -2.690  3.973  0.414

Orbital gap   4.03 eV
Total charge   -1
Largest force on an atom   2.9 eV Å⁻¹
HOMO level   -0.090 hartree
Electronic energy   -58403.43861 eV



[7]
DFT (the ωB97M-V functional and the def2-TZVPD basis) results for a 2-piece molecular cluster, C6H9NO overall.

Last column: Mulliken charge in e.
Geometry (Å):
C  -2.577  0.573  1.049  -0.128
C  0.007  -0.521  -1.487  -0.040
C  0.903  0.112  -0.574  1.567
C  -1.037  -1.245  -1.827  -1.115
C  0.447  1.198  0.372  -1.061
C  2.026  -0.707  0.101  -1.061
N  -2.723  0.662  2.200  -0.208
O  0.966  0.220  -2.044  -0.528
H  -3.048  0.935  3.175  0.309
H  -1.143  -1.259  -2.824  0.367
H  -1.467  -1.877  -1.071  0.243
H  1.132  1.396  1.249  0.387
H  -0.457  1.002  0.880  -0.017
H  0.370  2.183  -0.076  0.385
H  1.572  -1.775  0.051  0.287
H  2.024  -0.223  1.101  0.297
H  3.004  -0.675  -0.275  0.316

Orbital gap   9.64 eV
Total charge   0
Largest force on an atom   3.7 eV Å⁻¹
HOMO level   -0.322 hartree
Electronic energy   -9900.86266 eV



[8]
DFT (the ωB97M-V functional and the def2-TZVPD basis) results for a 2-piece molecular cluster, C5H9BrN3 overall.

Last column: Mulliken charge in e.
Geometry (Å):
C  -1.079  2.388  0.167  -0.641
C  -2.273  1.696  0.237  0.092
C  0.112  1.750  -0.084  0.119
C  -2.269  0.333  0.111  -0.207
C  -0.958  -0.337  -0.168  -0.116
N  0.158  0.406  -0.245  0.419
N  2.225  -2.600  0.137  -0.733
N  1.347  -0.193  -0.329  -0.768
Br  -3.654  -0.950  0.343  -0.065
H  -1.232  3.465  0.426  0.337
H  -3.241  2.199  0.457  0.399
H  1.081  2.105  -0.431  0.362
H  -0.892  -1.303  -0.466  0.510
H  2.086  -3.386  -0.377  0.235
H  3.149  -2.253  0.249  0.243
H  2.159  0.522  -0.344  0.198
H  1.900  -2.678  1.028  0.225
H  1.380  -1.164  -0.709  0.392

Orbital gap   9.37 eV
Total charge   +1
Largest force on an atom   5.5 eV Å⁻¹
HOMO level   -0.495 hartree
Electronic energy   -79835.02071 eV